Record 1
DFT (the ωB97M-V functional and the def2-TZVPD basis) results for C26H51Cl3LuN2O6PSi as an isolated structure in a non-equilibrium geometry.

Positions of all 91 atoms, in Å:
C  1.62  1.76  -4.99
C  2.86  0.96  -4.81
H  1.80  2.82  -4.80
H  0.82  1.38  -4.33
H  1.26  1.70  -6.03
C  4.03  1.38  -5.33
C  4.24  2.69  -6.03
H  4.92  0.74  -5.31
H  3.89  3.57  -5.46
H  3.76  2.72  -7.02
H  5.31  2.83  -6.21
Lu  -0.92  -0.18  -1.37
Cl  -3.02  0.68  -2.17
Cl  -0.60  -2.14  -2.87
C  -0.96  -2.68  0.33
O  -1.00  -1.40  0.36
N  -0.26  -3.40  1.19
C  0.52  -2.74  2.25
C  0.01  -4.80  0.85
H  -1.49  -3.24  -0.45
H  -0.09  -1.98  2.74
H  1.44  -2.29  1.86
H  0.79  -3.51  2.98
H  -0.92  -5.27  0.50
H  0.37  -5.33  1.74
H  0.75  -4.89  0.04
H  -2.70  5.06  0.94
H  0.57  3.97  -0.61
C  -1.81  4.76  1.53
C  0.37  4.16  0.45
N  -0.99  3.77  0.82
H  -2.16  4.40  2.50
C  -1.44  2.55  0.54
O  -0.78  1.72  -0.16
H  1.12  3.63  1.05
H  -2.41  2.26  0.96
H  -1.19  5.65  1.68
H  0.44  5.24  0.65
O  1.93  0.12  -2.72
C  2.65  -0.30  -3.98
C  5.13  -0.69  -3.49
C  3.90  -1.22  -3.86
H  5.21  0.38  -3.30
C  6.29  -1.49  -3.43
H  1.85  -0.89  -4.46
C  3.86  -2.56  -4.30
H  7.23  -1.04  -3.10
C  6.23  -2.83  -3.81
C  5.02  -3.35  -4.29
H  2.92  -2.96  -4.69
H  7.15  -3.43  -3.83
H  4.99  -4.36  -4.68
Si  2.90  0.56  -1.27
Cl  3.21  2.58  -1.67
C  4.76  0.46  -0.70
C  2.82  -1.45  -0.90
C  1.87  0.52  0.34
H  5.25  -0.49  -0.93
H  4.75  0.55  0.40
H  5.40  1.28  -1.07
H  1.39  1.47  0.62
H  2.66  0.29  1.08
H  1.12  -0.28  0.37
H  3.63  -1.90  -1.47
H  1.87  -1.84  -1.30
H  2.90  -1.70  0.16
C  -5.80  2.90  4.56
C  -4.56  2.22  5.08
O  -4.36  0.87  4.59
P  -4.12  0.56  2.96
O  -5.67  0.48  2.46
C  -6.66  -0.54  2.76
C  -7.25  -0.46  4.15
O  -3.61  -1.01  3.02
C  -3.91  -1.99  4.05
C  -2.66  -2.79  4.34
H  -5.89  3.87  5.06
H  -6.71  2.33  4.77
H  -5.72  3.10  3.49
H  -3.68  2.82  4.79
H  -4.59  2.14  6.16
H  -7.44  -0.40  2.01
H  -6.20  -1.53  2.60
H  -7.73  0.51  4.34
H  -8.01  -1.25  4.22
H  -6.49  -0.65  4.93
H  -4.26  -1.48  4.96
H  -4.70  -2.64  3.67
H  -1.89  -2.17  4.81
H  -2.92  -3.60  5.04
H  -2.26  -3.24  3.42

Properties
Energy above the lowest of the compared OMol25 structures with the same formula, charge and spin in kJ/mol: 329.2
LUMO level in Ha: 0.0087
Energy in a.u.: -4829.4190

***

Record 2
DFT (the ωB97M-V functional and the def2-TZVPD basis) results for an isolated ion of composition C10H8F2N3 and charge +1 in a non-equilibrium geometry.

Positions of all 23 atoms, in Å:
C  0.59  -2.87  -0.38
N  -0.07  -1.64  -0.12
N  -1.37  -1.62  -0.16
C  -1.71  -0.30  -0.15
C  -2.96  0.19  -0.23
C  -4.34  -0.11  -0.08
N  -3.99  1.13  -0.31
C  -0.50  0.50  -0.15
C  0.49  -0.42  -0.11
C  1.84  0.16  -0.35
F  2.58  -0.40  -1.28
F  2.60  0.12  0.80
C  1.42  1.69  -0.67
C  0.80  2.47  0.44
C  -0.20  1.89  -0.52
H  0.33  -3.51  0.39
H  0.19  -3.24  -1.34
H  1.76  -2.60  -0.36
H  -4.90  -1.02  -0.09
H  1.89  2.16  -1.55
H  1.02  3.55  0.27
H  1.03  2.19  1.46
H  -0.93  2.47  -1.07

Properties
Energy above the lowest of the compared OMol25 structures with the same formula, charge and spin in kJ/mol: 0.0
Charge: +1
SMILES string: C[N+]1=N/C(=C2C=N\2)C2=C1C(F)(F)[C@@H]1C[C@H]21
LUMO level in Ha: -0.1944
Energy in a.u.: -749.4082

***

Record 3
DFT (the ωB97M-V functional and the def2-TZVPD basis) results for C8H12F6N2O10PS2 as an isolated structure in a non-equilibrium geometry.

Positions of all 41 atoms, in Å:
C  0.15  -0.78  0.78
C  -0.32  0.57  1.58
C  -1.36  1.46  0.75
N  -2.69  0.83  0.49
C  -3.05  -0.20  1.48
O  -3.21  0.27  2.85
C  -4.58  0.50  3.25
O  -5.01  0.87  4.36
O  -5.41  0.22  2.08
C  -4.60  -0.66  1.23
P  -5.11  -2.40  1.88
O  -6.38  -2.38  2.74
O  -5.27  -3.45  0.52
O  -3.83  -2.92  2.91
H  0.38  -1.63  1.54
H  -0.60  -1.09  -0.02
H  1.16  -0.54  0.27
H  0.64  1.20  1.67
H  -0.64  0.35  2.66
H  -0.88  1.64  -0.29
H  -1.43  2.51  1.24
H  -2.82  0.52  -0.48
H  -2.49  -1.21  1.37
H  -4.98  -0.38  0.18
H  -4.36  -3.47  0.14
H  -3.14  -3.30  2.30
C  4.57  1.73  -4.94
F  3.98  2.51  -5.87
F  4.52  0.46  -5.42
F  5.88  2.06  -4.92
S  3.79  1.88  -3.29
O  2.41  1.46  -3.50
O  3.96  3.28  -2.94
N  4.73  0.85  -2.55
S  4.38  0.68  -1.01
O  3.13  0.00  -0.71
O  4.69  1.81  -0.15
C  5.67  -0.55  -0.62
F  6.92  -0.08  -0.87
F  5.55  -1.68  -1.36
F  5.66  -0.94  0.67

Properties
Charge: -1
LUMO level in Ha: 0.0404
Energy in a.u.: -2910.9552

***

Record 4
DFT (the ωB97M-V functional and the def2-TZVPD basis) results for C28H62F6NO28S2Tl as an isolated structure in a non-equilibrium geometry.

Positions of all 128 atoms, in Å:
Tl  -3.58  12.41  10.31
C  -2.65  8.48  7.03
C  -2.74  9.73  7.73
C  -2.20  11.01  7.05
O  -2.47  12.07  7.58
C  -1.60  10.90  5.72
C  -1.43  9.63  5.15
C  -1.91  8.39  5.83
O  -1.62  7.25  5.45
O  -1.07  9.70  3.97
O  -3.22  9.87  8.84
H  -3.01  7.59  7.53
H  -1.36  11.84  5.22
C  1.39  10.29  6.16
F  2.70  10.13  6.28
F  0.80  9.18  5.72
F  0.93  10.52  7.42
S  0.98  11.81  5.14
O  -0.45  11.66  4.96
O  1.44  12.94  5.89
N  1.71  11.35  3.70
S  3.13  12.01  3.43
O  3.97  12.29  4.57
O  3.82  11.32  2.36
C  2.68  13.68  2.61
F  1.77  13.44  1.67
F  2.20  14.57  3.47
F  3.78  14.17  2.04
C  -2.99  5.81  11.66
C  -3.27  6.96  10.71
O  -2.08  7.66  10.39
O  -2.30  6.31  12.80
H  -2.42  5.00  11.20
H  -3.97  5.46  11.95
H  -3.96  7.59  11.27
H  -3.73  6.62  9.77
H  -2.26  8.32  9.70
H  -1.43  6.57  12.48
C  -2.60  10.81  1.04
C  -1.98  11.42  2.27
O  -0.72  12.02  1.95
O  -1.85  9.69  0.61
H  -2.83  11.46  0.19
H  -3.62  10.56  1.41
H  -1.77  10.67  3.03
H  -2.61  12.17  2.75
H  -0.86  12.97  2.03
H  -2.40  9.21  -0.02
C  -4.76  8.47  1.47
C  -4.48  7.98  2.88
O  -5.11  8.77  3.90
O  -3.92  9.57  1.14
H  -5.80  8.73  1.29
H  -4.48  7.67  0.78
H  -3.43  7.82  3.12
H  -4.93  6.98  2.96
H  -5.99  8.43  4.06
H  -3.95  10.18  1.89
C  0.15  13.92  10.21
C  0.40  12.60  9.55
O  -0.59  11.62  9.97
O  -1.16  14.38  9.97
H  0.92  14.61  9.84
H  0.38  13.88  11.28
H  1.42  12.27  9.74
H  0.20  12.60  8.48
H  -0.20  10.74  10.00
H  -1.24  14.66  9.03
C  -1.30  15.33  6.08
C  -2.45  16.29  6.09
O  -3.69  15.58  6.11
O  -1.21  14.64  7.35
H  -0.37  15.90  5.96
H  -1.38  14.59  5.28
H  -2.30  16.82  5.13
H  -2.45  17.02  6.90
H  -4.35  16.28  6.05
H  -1.54  13.76  7.13
C  -6.04  4.66  5.50
C  -4.80  5.34  6.04
O  -3.71  5.08  5.16
O  -5.92  3.25  5.44
H  -6.25  5.07  4.50
H  -6.90  4.91  6.12
H  -4.61  4.93  7.04
H  -4.94  6.43  6.11
H  -3.02  5.74  5.33
H  -5.62  3.03  4.55
C  -1.04  5.31  8.57
C  -0.61  4.54  7.33
O  0.38  5.24  6.58
O  0.00  5.42  9.52
H  -1.84  4.70  9.01
H  -1.53  6.26  8.36
H  -1.47  4.27  6.69
H  -0.12  3.60  7.56
H  -0.03  6.00  6.15
H  0.28  4.53  9.76
C  -7.14  8.10  7.70
C  -7.47  6.99  8.71
O  -6.41  6.05  8.85
O  -6.11  8.89  8.30
H  -7.99  8.74  7.49
H  -6.74  7.71  6.75
H  -8.34  6.44  8.31
H  -7.87  7.44  9.61
H  -6.70  5.47  9.57
H  -5.32  8.34  8.28
C  -4.35  12.59  4.25
C  -5.49  12.01  5.09
O  -5.09  10.83  5.78
O  -3.76  11.58  3.45
H  -3.61  13.09  4.88
H  -4.81  13.37  3.64
H  -6.38  11.85  4.48
H  -5.80  12.71  5.87
H  -4.94  10.19  5.06
H  -3.02  11.24  3.95
C  1.71  6.95  4.32
C  2.93  7.06  3.44
O  2.99  8.47  3.23
O  0.67  7.59  3.60
H  1.83  7.43  5.30
H  1.43  5.91  4.53
H  2.80  6.51  2.50
H  3.88  6.74  3.86
H  3.80  8.81  3.63
H  -0.14  7.45  4.10

Properties
Energy above the lowest of the compared OMol25 structures with the same formula, charge and spin in kJ/mol: 1607.1
LUMO level in Ha: -0.1002
Energy in a.u.: -4832.6050

***

Record 5
DFT (the ωB97M-V functional and the def2-TZVPD basis) results for a 14-piece molecular cluster, C17H62N16O14 overall in a non-equilibrium geometry.

Positions of all 109 atoms, in Å:
C  0.03  2.91  4.32
C  0.23  3.05  2.77
O  -0.62  4.00  2.36
H  -1.02  2.56  4.52
H  0.20  3.84  4.86
H  0.84  2.32  4.72
H  -0.01  2.19  2.18
H  1.26  3.33  2.45
H  -1.18  3.62  1.71
C  1.15  0.70  -0.45
C  0.27  -0.46  0.07
O  -0.82  0.15  0.61
H  1.19  1.56  0.28
H  0.83  1.17  -1.32
H  2.20  0.33  -0.66
H  0.82  -1.05  0.84
H  -0.05  -1.08  -0.78
H  -0.77  -0.06  1.54
C  0.81  -3.88  0.40
C  1.47  -5.26  0.38
O  0.73  -6.02  1.34
H  -0.14  -3.94  -0.06
H  1.39  -3.13  -0.14
H  0.70  -3.48  1.41
H  2.49  -5.29  0.68
H  1.48  -5.69  -0.60
H  1.30  -6.73  1.61
C  0.19  -0.45  3.63
O  1.38  0.22  3.87
N  0.24  -1.71  3.40
N  -0.96  0.04  3.63
H  1.21  -2.12  3.18
H  -0.64  -2.31  3.34
H  -1.11  1.05  3.87
H  -1.74  -0.50  3.49
C  -2.39  -2.35  1.95
O  -2.21  -2.40  0.55
N  -3.05  -1.35  2.48
N  -1.98  -3.25  2.89
H  -3.31  -0.77  1.70
H  -3.57  -1.27  3.36
H  -1.75  -4.22  2.42
H  -2.41  -3.33  3.81
C  -0.78  1.26  -3.40
O  0.37  1.82  -3.90
N  -1.81  1.96  -3.04
N  -0.93  0.04  -3.15
H  -1.80  2.90  -3.32
H  -2.65  1.69  -2.57
H  -0.06  -0.47  -3.33
H  -1.76  -0.44  -2.70
C  -4.46  0.82  -0.35
O  -5.81  0.76  -0.27
N  -3.80  1.81  -0.80
N  -3.69  -0.14  0.12
H  -4.36  2.63  -1.17
H  -2.75  2.03  -0.60
H  -4.15  -1.03  0.22
H  -2.68  -0.16  -0.12
C  3.27  3.36  -0.54
O  2.88  4.59  -0.11
N  3.07  2.95  -1.80
N  3.88  2.57  0.24
H  2.31  3.52  -2.31
H  2.99  2.00  -2.15
H  4.18  2.85  1.13
H  4.43  1.79  -0.17
C  3.49  -1.11  1.69
O  3.16  -2.06  2.61
N  4.13  -1.32  0.60
N  3.14  0.14  1.83
H  4.32  -2.35  0.35
H  4.71  -0.58  0.18
H  2.50  0.33  2.65
H  3.22  1.03  1.29
C  2.39  -2.21  -2.50
O  1.18  -1.61  -2.87
N  2.58  -3.47  -2.32
N  3.50  -1.56  -2.15
H  1.74  -4.00  -2.49
H  3.51  -3.94  -2.27
H  3.39  -0.68  -2.62
H  3.67  -1.34  -1.10
C  -3.04  -2.53  -2.93
O  -3.26  -1.18  -2.72
N  -2.35  -3.21  -2.04
N  -3.29  -3.12  -4.06
H  -2.11  -2.68  -1.22
H  -2.03  -4.16  -2.21
H  -4.03  -2.72  -4.77
H  -3.10  -4.06  -4.13
C  -3.63  3.16  2.12
O  -2.83  2.02  2.33
H  -3.27  3.76  1.35
H  -3.55  3.81  2.96
H  -4.71  2.99  2.02
H  -2.91  1.40  1.60
C  3.60  1.36  -4.47
O  2.81  0.85  -3.43
H  3.75  0.69  -5.34
H  4.53  1.74  -4.15
H  3.09  2.22  -4.94
H  1.93  0.98  -3.80
C  -0.79  4.30  -0.61
O  -1.30  2.99  -0.28
H  0.35  4.18  -0.64
H  -1.13  4.97  0.14
H  -1.24  4.61  -1.52
H  -0.67  2.34  -0.68

Properties
Energy above the lowest of the compared OMol25 structures with the same formula, charge and spin in kJ/mol: 144.0
LUMO level in Ha: -0.0079
Energy in a.u.: -2614.2832

***

Record 6
DFT (the ωB97M-V functional and the def2-TZVPD basis) results for C19H21N7O2 in the gas phase in a non-equilibrium geometry.

Positions of all 49 atoms, in Å:
C  1.25  2.48  5.24
C  0.55  1.69  4.17
C  0.00  0.95  3.39
C  -0.92  0.29  2.38
N  -0.38  0.45  0.99
C  -0.70  1.51  0.12
O  -0.69  2.63  0.53
N  -0.72  1.12  -1.23
C  -0.66  2.08  -2.29
C  0.48  2.14  -3.18
C  0.46  2.89  -4.29
C  -0.70  3.39  -4.72
O  -0.73  3.93  -5.98
C  -1.95  3.83  -6.67
N  -1.77  3.50  -3.91
C  -1.74  2.89  -2.72
C  -0.25  -0.14  -1.19
N  0.02  -0.93  -2.20
C  0.34  -2.21  -2.04
N  0.44  -2.67  -0.79
C  0.22  -1.91  0.21
N  0.34  -2.42  1.47
C  -0.42  -3.68  1.53
C  -0.24  -4.24  2.89
N  1.16  -4.28  3.22
C  1.88  -2.99  3.27
C  1.67  -2.29  1.96
C  -0.10  -0.52  0.11
H  1.63  3.29  4.75
H  2.15  1.86  5.50
H  0.61  2.73  6.08
H  -0.88  -0.78  2.51
H  -1.95  0.64  2.50
H  1.47  1.77  -2.97
H  1.41  3.08  -4.75
H  -2.64  4.65  -6.40
H  -1.71  3.78  -7.71
H  -2.31  2.80  -6.38
H  -2.65  2.80  -2.18
H  0.58  -2.82  -2.91
H  -0.03  -4.44  0.78
H  -1.45  -3.40  1.28
H  -0.44  -5.30  2.93
H  -0.87  -3.71  3.55
H  1.65  -4.85  2.47
H  2.87  -3.24  3.25
H  1.54  -2.45  4.12
H  2.33  -2.70  1.16
H  1.86  -1.22  2.15

Properties
Energy above the lowest of the compared OMol25 structures with the same formula, charge and spin in kJ/mol: 648.2
SMILES string: CC#CCn1c(=O)n(-c2ccc(OC)nc2)c2ncnc(N3CCNCC3)c21
LUMO level in Ha: 0.0234
Energy in a.u.: -1270.2455

***

Record 7
DFT (the ωB97M-V functional and the def2-TZVPD basis) results for a 4-piece molecular cluster, C16H28N7O overall in a non-equilibrium geometry.

Positions of all 52 atoms, in Å:
C  2.68  -0.40  -1.68
C  2.16  -0.09  -3.04
N  0.83  -0.74  -3.47
C  -0.31  0.04  -2.81
N  -1.34  -0.75  -1.97
N  -0.39  1.42  -3.00
N  -1.40  2.17  -2.38
C  -1.06  2.35  -1.03
O  -1.01  2.06  0.30
H  3.44  0.37  -1.20
H  2.39  -1.34  -1.04
H  2.72  0.65  -3.79
H  0.79  -1.72  -3.10
H  -1.21  -0.52  -0.96
H  -1.28  -1.77  -2.17
H  0.32  1.93  -3.59
C  1.92  4.00  4.23
C  1.55  3.48  2.84
C  1.77  1.98  2.68
C  3.19  1.60  2.80
N  4.30  1.31  2.90
H  2.98  3.85  4.44
H  1.71  5.07  4.30
H  1.34  3.49  5.00
H  2.12  4.03  2.09
H  0.49  3.70  2.66
H  1.40  1.67  1.70
H  1.18  1.43  3.43
C  4.17  -4.47  -1.51
C  3.30  -5.04  -0.39
C  1.97  -5.61  -0.90
C  1.11  -4.59  -1.50
N  0.44  -3.77  -1.98
H  3.68  -3.63  -2.01
H  5.11  -4.10  -1.10
H  4.40  -5.24  -2.25
H  3.11  -4.26  0.35
H  3.85  -5.83  0.11
H  1.44  -6.08  -0.06
H  2.17  -6.41  -1.63
C  -4.31  1.99  1.41
C  -5.01  1.16  0.34
C  -6.39  1.70  -0.03
C  -7.33  1.64  1.10
N  -8.07  1.61  1.99
H  -4.87  1.98  2.35
H  -3.31  1.58  1.61
H  -4.19  3.03  1.08
H  -5.09  0.12  0.68
H  -4.38  1.15  -0.56
H  -6.79  1.11  -0.86
H  -6.30  2.73  -0.39

Properties
Charge: +1
LUMO level in Ha: -0.1892
Energy in a.u.: -1084.4692